Run one
Density functional theory data (the ωB97M-V functional and the def2-TZVPD basis) for 2 unconnected molecules or ions with the total composition C3H7N5O.

Calculated values
- LUMO (alpha / beta): 0.60 / 0.74 eV
- HOMO-LUMO gap (alpha / beta): 7.56 / 7.68 eV

Geometry (Å):
C  -1.1333  -0.2593  0.9124
C  -1.6173  0.0411  -0.3048
C  2.1777  0.2750  -1.6785
N  0.1879  0.1609  1.2128
N  -0.8427  0.7734  -1.1890
N  0.3839  1.4965  0.5705
N  0.1966  1.5275  -0.7662
N  1.9617  -0.9019  -1.1342
O  2.9754  0.7357  -2.4355
H  -1.6838  -0.7953  1.6629
H  -2.5887  -0.2622  -0.6494
H  0.3197  0.2980  2.2116
H  -1.2449  1.1134  -2.0473
H  1.3218  1.8260  0.7783
H  1.2082  -1.0138  -0.4725
H  2.5432  -1.7141  -1.3338

These are the Mulliken partial charges, in e, on atoms 1 to 6:
1 C -0.286
2 C -0.290
3 C 0.266
4 N -0.379
5 N 0.108
6 N -0.158

---

Run two
Density functional theory data (the ωB97M-V functional and the def2-TZVPD basis) for a single C3H7N5O molecule.

Calculated values
- LUMO: -0.12 eV
- HOMO-LUMO gap: 8.98 eV
- Structure (SMILES): N/N=C\C(=N/N)C(N)=O

Geometry (Å):
C  0.3773  -1.2853  -0.5826
C  -0.4668  -0.1537  -0.1311
C  -1.8725  -0.5093  0.0653
H  1.9448  0.2279  0.6798
H  3.0543  -0.9873  0.9320
H  -0.0706  -1.9286  -1.2685
H  1.4290  2.3603  -0.1885
H  1.5007  1.2490  -1.4191
H  -2.2246  1.4872  0.5945
H  -3.5076  0.4321  0.9168
N  2.0896  -0.8372  0.9098
N  1.5587  -1.5588  -0.1215
N  -0.0794  1.1215  -0.1259
N  1.2346  1.4308  -0.4538
N  -2.6460  0.5707  0.4213
O  -2.3215  -1.6193  -0.2285

These are the Mulliken partial charges, in e, on atoms 1 to 6:
1 C -0.382
2 C 0.791
3 C 0.093
4 H 0.381
5 H 0.271
6 H 0.444

---

Least stable structure: run one

---

Run one
Density functional theory data (the ωB97M-V functional and the def2-TZVPD basis) for a molecular structure, C7H9NO3.

Calculated values
- LUMO: -0.63 eV
- HOMO-LUMO gap: 7.55 eV

Geometry (Å):
C  0.2017  0.1411  2.1492
C  -0.0876  0.4120  0.6713
C  -1.5277  0.5275  0.2764
C  -1.8764  0.9617  -1.0160
C  -0.9922  0.7567  -2.0267
C  0.4428  0.4609  -1.7106
C  0.8844  0.2093  -0.3123
H  1.7431  -0.9383  3.2256
H  -0.1653  -1.8233  3.2066
H  0.9874  0.7917  2.6758
H  -0.8354  0.2558  3.0084
H  -2.3127  0.2945  1.1884
H  -2.9662  0.6589  -1.5142
H  -0.3728  -0.2007  -3.6490
H  1.1236  -0.9561  -2.3892
H  2.9128  -0.8508  -0.4969
N  0.7062  -1.2066  2.5194
O  -1.3108  0.4257  -3.3451
O  1.3117  -0.0096  -2.6282
O  2.1333  0.0894  0.1672

These are the Mulliken partial charges, in e, on atoms 1 to 6:
1 C -0.701
2 C 0.356
3 C -0.541
4 C -0.574
5 C 0.343
6 C 0.101

---

Run two
Density functional theory data (the ωB97M-V functional and the def2-TZVPD basis) for a molecular structure, C7H9NO3.

Calculated values
- LUMO: 0.22 eV
- HOMO-LUMO gap: 8.88 eV

Geometry (Å):
C  -2.2714  0.2406  -0.6854
C  -0.1152  1.7347  0.6176
C  1.7878  -0.7337  1.9936
C  0.5788  -0.5172  1.6078
C  -0.9634  -0.4458  -0.4876
C  0.2538  0.1552  0.2861
C  -0.5721  -0.8871  -1.9221
N  -1.3626  1.7929  0.0260
O  -2.2041  2.9708  0.0956
O  -3.4051  0.3765  -0.8057
O  0.5314  2.5529  1.1682
H  1.9720  -1.0093  2.9885
H  2.7123  -0.3713  1.4436
H  -0.2182  -0.5342  2.2012
H  -1.2436  -1.3180  0.0843
H  1.1089  0.1423  -0.3788
H  -0.4264  -0.0295  -2.4524
H  -1.2987  -1.5228  -2.3737
H  0.3273  -1.5404  -1.9192
H  -1.8321  3.4401  0.9145

These are the Mulliken partial charges, in e, on atoms 1 to 6:
1 C 0.343
2 C 0.329
3 C -0.804
4 C -0.496
5 C 0.424
6 C -0.006

---

Run three
Density functional theory data (the ωB97M-V functional and the def2-TZVPD basis) for a single C7H9NO3 molecule.

Calculated values
- LUMO (alpha / beta): -0.20 / -0.20 eV
- HOMO-LUMO gap (alpha / beta): 7.56 / 7.56 eV
- Structure (SMILES): C[C@H]1\C=C/C=C\C(O)=[N+](\[O-])O1

Geometry (Å):
C  -0.9048  1.6336  -0.1184
C  0.4698  1.9841  -0.0533
C  -1.5528  0.5067  -0.3825
C  1.7571  1.4835  0.0153
C  -1.2087  -0.9195  -0.3779
C  2.3960  0.2172  0.1632
C  -2.2864  -1.6421  0.3979
N  1.5653  -0.8226  0.0866
O  0.1474  -0.7151  0.4072
O  1.9877  -2.0030  -0.0437
O  3.7490  0.0922  0.1974
H  -1.6742  2.4114  -0.1912
H  0.6744  3.0676  -0.0486
H  -2.6230  0.5925  -0.4212
H  2.5223  2.1996  -0.1124
H  -1.1733  -1.4578  -1.3486
H  -2.0826  -2.6653  0.4460
H  -3.1360  -1.7261  -0.3255
H  -2.5140  -1.3788  1.3961
H  3.8868  -0.8583  0.3139

These are the Mulliken partial charges, in e, on atoms 1 to 6:
1 C -0.169
2 C -0.158
3 C -0.687
4 C -0.423
5 C 0.737
6 C 0.395

---

Least stable structure: run one

---

Run one
Density functional theory data (the ωB97M-V functional and the def2-TZVPD basis) for a single C22H30N4O4 molecule.

Calculated values
- LUMO: 0.66 eV
- HOMO-LUMO gap: 9.78 eV
- Structure (SMILES): CCN(CC)C(=O)c1[nH]cnc1C(=O)N[C@@H](CC(C)C)C(=O)OCc1ccccc1

Geometry (Å):
C  -4.9468  -1.1053  -1.0014
H  -4.5951  -1.9010  -1.6530
H  -5.3709  -0.3158  -1.6179
H  -5.7262  -1.5095  -0.3617
C  -3.7724  -0.5728  -0.1834
N  -4.1338  0.5625  0.6341
C  -3.5591  1.7749  0.5679
O  -3.9794  2.7459  1.1840
C  -2.3659  1.9643  -0.2970
C  -1.1181  1.3707  -0.3785
N  -0.3272  2.0877  -1.2341
C  -1.0487  3.0906  -1.6407
N  -2.2865  3.0688  -1.0968
H  -3.0221  3.7516  -1.1915
H  -0.7173  3.8433  -2.3278
C  -0.5848  0.2027  0.3439
O  -1.2078  -0.4191  1.1896
N  0.6612  -0.1214  -0.0580
H  1.1024  0.4957  -0.7243
C  1.4232  -1.1735  0.5533
C  1.8308  -2.2830  -0.4270
H  2.5369  -2.9222  0.1068
H  2.3643  -1.8276  -1.2653
C  0.6861  -3.1512  -0.9718
C  -0.1651  -2.4173  -2.0069
H  -0.8525  -3.1140  -2.4825
H  -0.7506  -1.6315  -1.5396
H  0.4595  -1.9738  -2.7791
C  -0.1988  -3.7040  0.1429
H  -0.7901  -2.9118  0.5958
H  -0.8842  -4.4467  -0.2598
H  0.4049  -4.1780  0.9133
H  1.1663  -3.9978  -1.4782
C  2.6785  -0.6312  1.2338
O  3.5723  -1.3199  1.6499
O  2.6494  0.6976  1.3164
C  3.7961  1.3287  1.8925
C  4.9290  1.3944  0.9019
C  6.2005  0.9538  1.2373
C  7.2239  1.0097  0.3069
C  6.9811  1.4955  -0.9663
C  5.7108  1.9285  -1.3083
C  4.6891  1.8808  -0.3776
H  3.6955  2.2166  -0.6387
H  5.5161  2.3052  -2.3018
H  7.7794  1.5336  -1.6927
H  8.2117  0.6655  0.5751
H  6.3876  0.5610  2.2255
H  3.4544  2.3303  2.1676
H  4.1013  0.7780  2.7877
H  0.7884  -1.5932  1.3444
C  -5.1555  0.3751  1.6518
C  -6.5115  0.9498  1.2497
H  -6.8894  0.4840  0.3436
H  -6.4149  2.0190  1.0836
H  -7.2273  0.7867  2.0512
H  -5.2298  -0.6931  1.8603
H  -4.8156  0.8888  2.5557
H  -3.3726  -1.3619  0.4615
H  -2.9806  -0.2646  -0.8659

These are the Mulliken partial charges, in e, on atoms 1 to 6:
1 C -1.457
2 H 0.416
3 H 0.333
4 H 0.339
5 C -0.224
6 N 0.274

---

Run two
Density functional theory data (the ωB97M-V functional and the def2-TZVPD basis) for a single C22H30N4O4 molecule.

Calculated values
- LUMO: 0.49 eV
- HOMO-LUMO gap: 8.44 eV
- Structure (SMILES): COc1ccc(OC)c(C(=O)N2CCC(n3nccc3NC(=O)CC(C)C)CC2)c1

Geometry (Å):
C  4.6886  4.4842  0.2369
H  5.7347  4.7775  0.3106
O  4.5260  3.9793  -1.0659
C  3.2818  3.5774  -1.4537
C  2.1580  3.5710  -0.6446
C  0.9190  3.1425  -1.1252
C  0.7956  2.7331  -2.4510
C  1.9410  2.7233  -3.2545
C  3.1604  3.1302  -2.7717
H  4.0372  3.1249  -3.3987
H  1.8347  2.3873  -4.2737
O  -0.3360  2.2818  -3.0684
C  -1.6020  2.6237  -2.5516
H  -2.3141  2.3801  -3.3401
H  -1.8483  2.0427  -1.6579
H  -1.6690  3.6869  -2.3125
C  -0.2019  3.2035  -0.1234
O  -0.9017  4.1921  0.0083
N  -0.3171  2.1189  0.6740
C  0.4314  0.8944  0.5449
H  1.2236  1.0168  -0.1954
C  -0.5039  -0.2454  0.1359
H  0.0668  -1.1721  0.0528
H  -0.9361  -0.0271  -0.8421
C  -1.6394  -0.4121  1.1572
N  -1.1257  -0.9938  2.3819
C  -0.7567  -2.2787  2.6033
C  -0.2497  -2.3409  3.8893
C  -0.3680  -1.0360  4.3712
N  -0.8907  -0.2445  3.4571
H  -0.0989  -0.6485  5.3333
H  0.1339  -3.2030  4.3951
N  -0.8149  -3.3295  1.6830
C  -1.8766  -3.7023  0.9074
O  -2.9010  -3.0592  0.8355
C  -1.6424  -4.9804  0.1289
C  -0.8672  -4.7574  -1.1854
C  -1.5624  -3.7156  -2.0571
H  -1.0610  -3.6316  -3.0183
H  -2.5989  -3.9929  -2.2304
H  -1.5499  -2.7405  -1.5763
C  0.5891  -4.3698  -0.9391
H  1.0907  -5.1088  -0.3168
H  1.1205  -4.3122  -1.8862
H  0.6601  -3.3970  -0.4578
H  -0.8743  -5.7153  -1.7183
H  -2.6257  -5.3857  -0.1143
H  -1.1101  -5.7064  0.7472
H  -0.0826  -4.0137  1.8101
C  -2.3270  0.9306  1.4191
C  -1.3377  2.0627  1.6992
H  -1.8528  3.0246  1.7039
H  -0.8616  1.8926  2.6687
H  -2.9221  1.1772  0.5377
H  -2.9992  0.8307  2.2703
H  -2.3852  -1.1123  0.7633
H  0.8862  0.6633  1.5161
H  2.2058  3.8981  0.3826
H  4.0538  5.3586  0.4112
H  4.4730  3.7228  0.9940

These are the Mulliken partial charges, in e, on atoms 1 to 6:
1 C -0.779
2 H 0.239
3 O -0.479
4 C 0.570
5 C 0.403
6 C -0.118

---

Least stable structure: run two

---

Run one
Density functional theory data (the ωB97M-V functional and the def2-TZVPD basis) for a single C5H7ClO molecule.

Calculated values
- LUMO: 0.89 eV
- HOMO-LUMO gap: 9.83 eV
- Structure (SMILES): C=C(Cl)C(=C)OC

Geometry (Å):
C  0.9150  0.8355  -0.8129
C  -1.7596  1.8815  0.2201
C  0.1770  0.0324  -0.0644
C  -1.5141  0.5685  0.1049
C  1.2639  -2.0623  0.4481
O  0.1704  -1.1617  0.5346
Cl  -2.5926  -0.7411  0.0097
H  1.8810  0.6622  -1.2776
H  0.4104  1.7546  -0.9996
H  -2.7528  2.4386  0.1120
H  -0.9915  2.6458  0.3276
H  2.0156  -1.8799  -0.3218
H  0.9648  -3.0238  0.3507
H  1.8124  -1.9504  1.3686

These are the Mulliken partial charges, in e, on atoms 1 to 6:
1 C -0.934
2 C -0.758
3 C 0.685
4 C 0.320
5 C -0.794
6 O -0.306

---

Run two
Density functional theory data (the ωB97M-V functional and the def2-TZVPD basis) for a single C5H7ClO molecule.

Calculated values
- LUMO: 0.85 eV
- HOMO-LUMO gap: 9.05 eV
- Structure (SMILES): C=C1OCC[C@@H]1Cl

Geometry (Å):
C  -0.8833  -0.3437  0.5517
C  0.0821  -1.4163  0.2807
C  1.1229  -0.9062  -0.6692
C  0.1503  0.9005  0.1823
C  -0.2551  2.2439  -0.0517
H  -1.1250  -0.3060  1.6256
H  0.2994  -1.4725  1.3610
H  -0.3272  -2.3304  -0.0498
H  2.1109  -1.2537  -0.4667
H  0.6373  -0.9456  -1.6538
H  -1.1251  2.6668  0.5863
H  0.5136  2.8271  -0.5049
O  1.1051  0.4865  -0.6215
Cl  -2.3060  -0.1505  -0.5699

These are the Mulliken partial charges, in e, on atoms 1 to 6:
1 C -0.101
2 C -0.584
3 C -0.380
4 C 0.316
5 C -0.854
6 H 0.346

---

Least stable structure: run one